3 unconnected molecules or ions with the total composition C18H44N8OP in a non-equilibrium geometry, computed with ωB97M-V/def2-TZVPD.

Geometry as ORCA input:
```
! RIJCOSX wB97M-V def2-TZVPD def2/J DEFGRID3
* xyz 1 1
C 4.70 -1.28 0.72
C 3.94 0.01 0.94
N 4.24 1.22 0.07
C 3.06 1.96 -0.60
C 2.28 2.99 0.40
N 0.81 2.54 0.42
N 2.81 2.98 1.82
N 2.28 4.44 -0.05
C 5.53 1.64 -0.16
N 6.86 1.11 0.34
C 8.00 1.91 -0.25
P 9.92 1.72 0.03
N 10.52 3.42 -0.16
O 10.18 1.14 1.65
N 7.41 3.00 -1.14
N 6.04 2.79 -1.02
H 5.06 -1.97 1.60
H 4.92 -1.52 -0.43
H 3.10 0.04 1.76
H 3.44 2.60 -1.53
H 2.34 1.08 -0.98
H 0.78 1.52 0.66
H 0.47 2.72 -0.56
H 2.33 3.73 2.41
H 2.52 2.08 2.28
H 2.23 5.12 0.74
H 3.05 4.65 -0.72
H 9.87 3.97 0.48
H 10.18 3.67 -1.14
H 9.40 1.45 2.23
H 7.95 3.72 -1.65
H 5.46 3.47 -1.58
C 1.54 -2.52 -1.80
C 0.09 -2.11 -1.99
C -0.53 -1.48 -0.74
C -0.60 -2.41 0.48
C -1.38 -3.71 0.26
C -2.84 -3.49 -0.08
H 1.64 -3.29 -1.03
H 1.94 -2.93 -2.74
H 2.15 -1.66 -1.52
H -0.50 -2.97 -2.32
H 0.04 -1.37 -2.80
H -1.53 -1.12 -0.98
H 0.05 -0.59 -0.46
H -1.07 -1.86 1.31
H 0.41 -2.66 0.82
H -1.32 -4.31 1.18
H -0.91 -4.31 -0.53
H -3.35 -2.93 0.72
H -3.36 -4.45 -0.19
H -2.97 -2.93 -1.01
C -5.29 -0.61 -0.79
C -6.75 -0.19 -0.98
C -7.36 0.43 0.28
C -7.44 -0.50 1.50
C -8.21 -1.80 1.27
C -9.68 -1.57 0.94
H -5.19 -1.38 -0.02
H -4.90 -1.02 -1.72
H -4.68 0.25 -0.51
H -7.33 -1.05 -1.31
H -6.79 0.55 -1.79
H -8.37 0.80 0.03
H -6.78 1.32 0.56
H -7.90 0.06 2.32
H -6.42 -0.74 1.83
H -8.15 -2.40 2.19
H -7.74 -2.40 0.49
H -10.18 -1.02 1.74
H -10.19 -2.53 0.82
H -9.80 -1.02 0.00
*
```

- Highest occupied orbital energy: -12.06 eV
- Frontier orbital gap: 8.1 eV
- LUMO level: -4.01 eV

4 unconnected molecules or ions with the total composition C10H16N3O2PS in a non-equilibrium geometry, computed with ωB97M-V/def2-TZVPD.

Geometry as ORCA input:
```
! RIJCOSX wB97M-V def2-TZVPD def2/J DEFGRID3
* xyz 0 1
O -0.62 0.75 1.17
C -1.34 0.62 0.17
C -0.93 0.29 -1.37
C -2.06 -0.87 -1.57
C -3.31 0.04 -1.12
P -5.06 -0.67 -1.13
S -5.07 -2.62 -0.98
O -2.79 0.68 0.08
H 0.16 0.00 -1.57
H -1.21 1.19 -2.00
H -1.76 -1.65 -0.78
H -2.09 -1.42 -2.58
H -3.33 0.83 -1.96
H -5.69 -0.36 -2.40
H -5.86 -0.04 -0.10
C -0.02 -2.90 -4.93
C -1.37 -3.13 -4.33
N -2.43 -3.32 -3.85
H -0.05 -2.03 -5.59
H 0.71 -2.72 -4.14
H 0.29 -3.77 -5.51
C 1.30 1.97 3.48
C 2.04 3.20 3.89
N 2.63 4.17 4.22
H 0.48 2.24 2.80
H 1.97 1.28 2.96
H 0.88 1.47 4.35
C 5.98 1.38 4.19
C 5.32 0.65 3.05
N 4.81 0.08 2.14
H 5.34 2.20 4.52
H 6.14 0.69 5.02
H 6.94 1.78 3.87
*
```

- SMILES string: O=C1CC[C@@H]([PH2]=S)O1.CC#N.CC#N.CC#N
- Highest occupied orbital energy: -8.66 eV
- Frontier orbital gap: 9.0 eV
- LUMO level: 0.33 eV

5 unconnected molecules or ions with the total composition C40H68ClO13PS, computed with ωB97M-V/def2-TZVPD.

Geometry as ORCA input:
```
! RIJCOSX wB97M-V def2-TZVPD def2/J DEFGRID3
* xyz 0 1
C 0.31 3.91 1.47
C -0.44 3.12 0.41
C -1.11 1.87 1.00
C -1.58 0.88 -0.09
C -3.04 1.12 -0.57
C -1.28 -0.58 0.23
C -0.07 -1.09 -0.28
C 0.29 -2.43 -0.11
C -0.54 -3.30 0.56
C -1.73 -2.82 1.09
S -2.65 -4.14 1.86
C -2.11 -1.47 0.98
P -3.75 -0.99 1.73
O -3.44 0.52 2.26
O -3.64 -1.72 3.20
C 1.57 -2.96 -0.69
O 2.19 -3.84 -0.15
C 1.99 -2.30 -1.95
C 2.69 -2.98 -2.94
C 3.07 -2.33 -4.11
C 3.82 -3.10 -5.17
C 2.94 -3.86 -6.16
C 1.95 -3.03 -6.95
Cl 2.08 -5.20 -5.32
C 2.78 -0.96 -4.25
C 3.25 -0.16 -5.44
O 4.67 -0.01 -5.44
C 5.14 0.85 -4.44
C 2.07 -0.29 -3.26
C 1.66 -0.96 -2.11
C 0.94 -0.26 -1.01
O 1.22 0.88 -0.72
H 1.11 3.33 1.92
H 0.78 4.78 1.00
H -0.36 4.32 2.23
H -1.23 3.75 -0.01
H 0.24 2.86 -0.40
H -1.94 2.22 1.59
H -0.38 1.38 1.66
H -0.97 1.12 -0.95
H -3.03 1.51 -1.59
H -3.61 0.19 -0.61
H -3.56 1.82 0.07
H -0.25 -4.33 0.67
H -3.89 -3.66 1.72
H -3.64 0.56 3.20
H -2.73 -1.85 3.49
H 2.93 -4.02 -2.80
H 4.48 -2.42 -5.71
H 4.44 -3.84 -4.67
H 3.62 -4.36 -6.86
H 2.52 -2.40 -7.64
H 1.28 -3.67 -7.52
H 1.38 -2.38 -6.29
H 3.02 -0.64 -6.38
H 2.80 0.83 -5.40
H 4.59 1.80 -4.44
H 5.06 0.41 -3.44
H 6.19 1.06 -4.64
H 1.86 0.76 -3.36
C -3.09 -8.31 -7.68
O -3.03 -8.04 -6.29
C -2.66 -9.17 -5.51
C -1.21 -9.11 -5.09
O -0.33 -9.22 -6.19
C 0.20 -7.97 -6.61
H -3.20 -7.36 -8.19
H -2.18 -8.80 -8.03
H -3.95 -8.94 -7.92
H -2.85 -10.10 -6.05
H -3.29 -9.16 -4.61
H -1.00 -9.95 -4.42
H -1.02 -8.18 -4.53
H 0.95 -7.61 -5.89
H -0.57 -7.22 -6.74
H 0.70 -8.14 -7.57
C 1.79 0.01 5.90
O 1.55 -1.35 6.21
C 0.25 -1.77 5.81
C 0.26 -2.45 4.47
O 0.64 -1.54 3.45
C 1.96 -1.74 2.97
H 2.85 0.20 6.08
H 1.56 0.23 4.86
H 1.20 0.66 6.55
H -0.42 -0.90 5.77
H -0.13 -2.45 6.58
H -0.76 -2.80 4.25
H 0.91 -3.33 4.48
H 1.99 -2.63 2.34
H 2.69 -1.85 3.78
H 2.22 -0.87 2.37
C -2.25 7.77 1.14
O -1.04 7.12 1.47
C 0.12 7.79 0.98
C 0.82 8.56 2.08
O 0.02 9.63 2.56
C -0.62 9.35 3.79
H -3.04 7.29 1.71
H -2.21 8.83 1.40
H -2.47 7.67 0.07
H -0.15 8.46 0.16
H 0.80 7.03 0.59
H 1.74 8.99 1.67
H 1.09 7.88 2.89
H 0.10 9.33 4.61
H -1.15 8.39 3.76
H -1.34 10.15 3.97
C -1.42 2.52 4.57
O -0.36 3.31 5.09
C -0.59 4.71 4.94
C -1.05 5.34 6.23
O -2.33 4.87 6.63
C -2.29 3.90 7.65
H -1.24 1.49 4.90
H -2.39 2.85 4.94
H -1.41 2.54 3.48
H -1.32 4.90 4.15
H 0.36 5.16 4.64
H -1.13 6.42 6.09
H -0.32 5.16 7.02
H -2.01 4.34 8.61
H -1.59 3.09 7.41
H -3.29 3.48 7.74
*
```

- SMILES string: CCC[C@H](C)c1c2c(cc(S)c1P(O)O)C(=O)c1cc(C[C@H](C)Cl)c(COC)cc1C2=O.COCCOC.COCCOC.COCCOC.COCCOC
- Highest occupied orbital energy: -8.70 eV
- Frontier orbital gap: 7.9 eV
- LUMO level: -0.83 eV

A molecular structure, C5H9BrOS in a non-equilibrium geometry, computed with ωB97M-V/def2-TZVPD.

Geometry as ORCA input:
```
! RIJCOSX wB97M-V def2-TZVPD def2/J DEFGRID3
* xyz 0 1
C 1.97 -0.68 2.30
C 0.99 0.04 1.75
C -0.42 1.42 -1.99
C -1.25 -1.63 -0.49
C -0.32 1.10 -0.43
O -1.56 -0.34 -0.26
S 1.23 0.46 0.03
Br -1.23 2.32 0.70
H 2.05 -1.03 3.32
H 2.90 -0.78 1.77
H 0.30 0.69 2.15
H -1.20 0.69 -2.51
H 0.58 1.31 -2.38
H -0.73 2.47 -2.14
H -0.33 -1.83 -1.12
H -2.16 -2.12 -1.06
H -0.85 -2.09 0.37
*
```

- Highest occupied orbital energy: -8.81 eV
- Frontier orbital gap: 9.3 eV
- LUMO level: 0.46 eV

A molecular structure, C36H22BiBr4F9N3O5PSe, computed with ωB97M-V/def2-TZVPD.

Geometry as ORCA input:
```
! RIJCOSX wB97M-V def2-TZVPD def2/J DEFGRID3
* xyz 0 1
Bi 1.68 -0.78 -1.01
C 3.91 -0.05 2.83
C 2.49 -0.06 2.27
C 1.46 -0.10 3.38
O 2.33 -1.23 1.42
C 2.25 1.21 1.44
O 2.51 2.29 1.92
O 1.70 1.04 0.27
H 4.03 -0.84 3.57
H 4.09 0.91 3.29
H 4.64 -0.20 2.03
H 1.61 -0.99 4.00
H 0.44 -0.11 2.97
H 1.56 0.79 4.01
H 1.45 -1.61 1.60
Br 1.00 -7.82 0.18
C 0.69 -5.96 0.16
C -0.49 -5.44 0.69
Br -1.79 -6.57 1.45
C -0.70 -4.06 0.66
Br -2.26 -3.28 1.38
C 0.23 -3.20 0.09
O 0.08 -1.86 0.06
C 1.41 -3.73 -0.46
O 2.28 -2.89 -1.01
C 1.63 -5.10 -0.40
Br 3.27 -5.72 -1.11
Se 5.50 1.87 -3.10
N 6.85 0.95 -2.44
C 6.31 0.03 -1.65
C 7.02 -0.96 -0.92
C 6.30 -1.83 -0.17
C 4.87 -1.74 -0.13
N 4.18 -0.85 -0.78
C 4.87 0.04 -1.56
N 4.25 0.96 -2.27
H 8.10 -1.01 -0.98
H 6.78 -2.61 0.41
H 4.29 -2.44 0.45
F -1.48 6.20 -4.57
C -2.46 5.79 -3.75
F -3.56 5.64 -4.50
F -2.71 6.81 -2.90
C -2.12 4.53 -3.01
C -0.88 3.93 -3.15
C -0.60 2.77 -2.44
C -1.54 2.21 -1.59
C -2.79 2.83 -1.46
C -3.08 3.98 -2.16
P -1.10 0.67 -0.67
C -1.39 1.22 1.05
C -0.86 2.45 1.43
C -0.94 2.89 2.74
C -1.56 2.09 3.69
C -2.07 0.85 3.34
C -1.97 0.41 2.03
C -1.67 2.53 5.12
F -1.10 3.72 5.34
F -1.09 1.65 5.95
F -2.96 2.63 5.51
C -2.55 -0.35 -1.17
C -2.37 -1.05 -2.36
C -3.39 -1.82 -2.89
C -4.61 -1.89 -2.22
C -4.80 -1.19 -1.05
C -3.78 -0.42 -0.52
C -5.71 -2.72 -2.81
F -6.65 -3.03 -1.91
F -6.33 -2.07 -3.82
F -5.25 -3.87 -3.33
H -0.14 4.37 -3.81
H 0.38 2.31 -2.54
H -3.53 2.41 -0.80
H -4.04 4.46 -2.06
H -0.35 3.07 0.70
H -0.52 3.84 3.02
H -2.53 0.22 4.09
H -2.31 -0.59 1.78
H -1.42 -1.01 -2.87
H -3.24 -2.37 -3.81
H -5.76 -1.25 -0.54
H -3.95 0.12 0.40
*
```

- Highest occupied orbital energy: -7.99 eV
- Frontier orbital gap: 5.9 eV
- LUMO level: -2.12 eV

4 unconnected molecules or ions with the total composition H8O4, computed with ωB97M-V/def2-TZVPD.

Geometry as ORCA input:
```
! RIJCOSX wB97M-V def2-TZVPD def2/J DEFGRID3
* xyz 0 1
O -9.57 -15.13 3.36
H -9.90 -14.58 2.63
H -8.70 -14.77 3.57
O -5.41 -13.38 6.76
H -4.78 -13.58 7.46
H -6.23 -13.14 7.22
O -3.19 -12.98 4.96
H -4.02 -12.76 5.39
H -2.68 -12.16 4.94
O -6.90 -14.15 4.34
H -6.10 -14.07 3.82
H -6.60 -14.04 5.26
*
```

- SMILES string: O.O.O.O
- Highest occupied orbital energy: -10.74 eV
- Frontier orbital gap: 11.0 eV
- LUMO level: 0.22 eV

A molecular structure, C12H32BIO3P in a non-equilibrium geometry, computed with ωB97M-V/def2-TZVPD.

Geometry as ORCA input:
```
! RIJCOSX wB97M-V def2-TZVPD def2/J DEFGRID3
* xyz 1 1
O -3.15 -1.66 2.36
B -3.17 -2.35 1.05
O -4.35 -2.98 0.42
O -1.86 -2.47 0.34
P -1.80 -1.02 -0.64
I -2.23 -1.78 -2.98
H -3.46 -0.70 2.26
H -4.03 -3.44 -0.44
H -2.81 -0.05 -0.30
H -0.47 -0.44 -0.49
C -0.49 6.13 1.16
C -1.78 5.50 0.66
C -1.82 3.98 0.85
C -0.74 3.19 0.09
C -0.74 3.40 -1.43
C -2.02 2.94 -2.11
H 0.38 5.77 0.61
H -0.54 7.22 1.04
H -0.34 5.92 2.23
H -1.94 5.76 -0.39
H -2.62 5.93 1.21
H -2.81 3.61 0.56
H -1.71 3.75 1.92
H -0.88 2.13 0.30
H 0.25 3.45 0.48
H 0.10 2.83 -1.85
H -0.55 4.45 -1.67
H -2.21 1.88 -1.91
H -1.95 3.08 -3.19
H -2.89 3.51 -1.76
C 2.68 -0.99 -0.45
C 2.26 -2.32 -1.06
C 1.48 -3.21 -0.09
C 2.25 -3.65 1.16
C 3.55 -4.40 0.90
C 3.35 -5.72 0.16
H 3.36 -1.13 0.40
H 3.20 -0.38 -1.19
H 1.81 -0.42 -0.10
H 3.14 -2.84 -1.44
H 1.63 -2.11 -1.93
H 1.13 -4.09 -0.63
H 0.57 -2.68 0.23
H 1.59 -4.28 1.77
H 2.47 -2.77 1.78
H 4.03 -4.62 1.86
H 4.25 -3.78 0.34
H 2.68 -6.38 0.72
H 4.30 -6.23 0.03
H 2.92 -5.56 -0.83
*
```

- Highest occupied orbital energy: -13.40 eV
- Frontier orbital gap: 7.5 eV
- LUMO level: -5.90 eV

10 unconnected molecules or ions with the total composition H20O10 in a non-equilibrium geometry, computed with ωB97M-V/def2-TZVPD.

Geometry as ORCA input:
```
! RIJCOSX wB97M-V def2-TZVPD def2/J DEFGRID3
* xyz 0 1
O 0.78 -0.74 -1.30
H 0.15 -0.56 -2.01
H 0.46 -0.22 -0.56
O -4.14 -0.31 -3.72
H -3.98 -0.65 -4.61
H -3.82 -1.01 -3.14
O -1.49 -0.63 4.24
H -1.34 -0.06 3.47
H -1.60 -1.51 3.86
O 4.05 2.03 -1.62
H 3.33 1.85 -2.23
H 4.19 2.98 -1.69
O -0.17 2.57 0.52
H -0.55 2.12 -0.24
H -0.91 2.69 1.12
O 0.03 1.87 3.93
H 0.08 2.06 2.98
H -0.05 0.91 3.97
O 2.15 1.01 -0.39
H 3.02 0.80 -0.76
H 2.34 1.36 0.48
O -2.44 -1.06 0.71
H -2.77 -0.64 -0.10
H -2.66 -0.44 1.41
O 2.54 -3.04 -3.18
H 1.65 -3.11 -2.81
H 2.45 -3.40 -4.07
O -0.23 -1.70 1.58
H -0.84 -0.97 1.74
H -0.23 -2.18 2.41
*
```

- SMILES string: O.O.O.O.O.O.O.O.O.O
- Highest occupied orbital energy: -10.04 eV
- Frontier orbital gap: 9.6 eV
- LUMO level: -0.43 eV

A molecular structure, C8H9CuF5NO5, computed with ωB97M-V/def2-TZVPD.

Geometry as ORCA input:
```
! RIJCOSX wB97M-V def2-TZVPD def2/J DEFGRID3
* xyz -2 1
Cu 0.35 -0.23 0.96
O -1.41 -2.35 -1.76
C -0.13 -1.77 -1.67
C -0.07 -0.28 -2.01
N -0.22 0.68 -0.88
C -1.52 1.35 -0.90
C -2.81 0.53 -0.68
O -3.85 1.16 -0.93
O -2.70 -0.64 -0.24
C 0.84 1.69 -1.01
C 2.26 1.12 -0.80
O 3.19 1.73 -1.36
O 2.32 0.08 -0.09
H -1.99 -1.81 -1.17
H 0.32 -1.93 -0.68
H 0.50 -2.30 -2.39
H 0.90 -0.09 -2.47
H -0.84 -0.08 -2.76
H -1.52 2.11 -0.11
H -1.65 1.89 -1.85
H 0.79 2.19 -1.99
H 0.68 2.46 -0.24
F -0.19 -2.11 3.05
C 0.20 -0.78 2.84
F -0.72 -0.05 3.62
C 1.49 -0.67 3.67
F 1.94 0.60 3.70
F 1.35 -1.06 4.97
F 2.47 -1.44 3.16
*
```

- Highest occupied orbital energy: -1.73 eV
- Frontier orbital gap: 7.6 eV
- LUMO level: 5.84 eV

LUMO level of number 4 (C5H9BrOS)?
0.46 eV

What is the frontier orbital gap in the sixth record?
11.0 eV

What did the fourth record say?
A molecular structure, C5H9BrOS in a non-equilibrium geometry, computed with ωB97M-V/def2-TZVPD.

Geometry as ORCA input:
```
! RIJCOSX wB97M-V def2-TZVPD def2/J DEFGRID3
* xyz 0 1
C 1.97 -0.68 2.30
C 0.99 0.04 1.75
C -0.42 1.42 -1.99
C -1.25 -1.63 -0.49
C -0.32 1.10 -0.43
O -1.56 -0.34 -0.26
S 1.23 0.46 0.03
Br -1.23 2.32 0.70
H 2.05 -1.03 3.32
H 2.90 -0.78 1.77
H 0.30 0.69 2.15
H -1.20 0.69 -2.51
H 0.58 1.31 -2.38
H -0.73 2.47 -2.14
H -0.33 -1.83 -1.12
H -2.16 -2.12 -1.06
H -0.85 -2.09 0.37
*
```

- Highest occupied orbital energy: -8.81 eV
- Frontier orbital gap: 9.3 eV
- LUMO level: 0.46 eV

Which of these has the lowest frontier orbital gap?
C36H22BiBr4F9N3O5PSe